(1)
Here is a molecular structure, C5H10O3Y from the Open Molecules 2025 dataset. Energies are from wB97M-V/def2-TZVPD.

Structure (ORCA input):
```
! wB97M-V def2-TZVPD RIJCOSX def2/J DEFGRID3
* xyz 2 2
C -2.5045 1.6366 -0.5292
O -2.4468 0.5845 0.4202
C -1.3828 -0.3509 0.2965
H -2.3848 2.5587 0.0515
H -1.7229 1.5893 -1.3000
H -3.4882 1.6243 -1.0246
H -1.4170 -1.1544 1.0447
H -1.0243 -0.4868 -0.7377
Y -4.4085 -1.1625 0.2003
O 4.2212 1.1651 -0.0670
C 3.2671 0.8766 0.6131
C 2.2185 -0.1269 0.1760
O 1.2135 -0.3099 1.1385
C 0.0941 0.5130 1.0349
H 3.1152 1.3180 1.6256
H 2.7231 -1.0940 0.0277
H 1.8138 0.1851 -0.8019
H -0.2672 0.7552 2.0411
H 0.2878 1.4372 0.4719
*
```

**Frontier orbital gap (spin up / spin down)**: 3.88 / 3.94 eV
**Lowest unoccupied orbital energy (spin up / spin down)**: -10.7 / -10.6 eV
**Energy above the lowest of the compared OMol25 structures with the same formula, charge and spin**: 108.4 kcal/mol
**M**: 207.038 g/mol

(2)
Here is 6 unconnected molecules or ions with the total composition C28H30Cl2F6NO19 from the Open Molecules 2025 dataset. Energies are from wB97M-V/def2-TZVPD.

Structure (ORCA input):
```
! wB97M-V def2-TZVPD RIJCOSX def2/J DEFGRID3
* xyz 1 1
C 4.5572 -0.5858 1.2101
C 3.4120 -1.1194 2.1004
C 2.7983 -2.4338 1.6022
C 1.6128 -2.3195 0.5861
C 1.7046 -1.1494 -0.3866
C 0.8317 -0.0650 -0.2879
C -0.2220 0.0299 0.7943
O -1.3533 0.3745 0.5987
O 0.2045 -0.2759 2.0926
O 0.7129 0.9553 2.6048
C 0.9333 0.9624 -1.2220
Cl -0.1088 2.3225 -1.1701
C 1.8717 0.8847 -2.2130
Cl 1.9231 2.1428 -3.3761
N 2.7246 -0.1409 -2.2904
C 3.7578 -0.2097 -3.3549
C 4.8090 0.9403 -3.1270
C 5.3409 1.0003 -1.7004
O 6.0948 0.5094 -2.9324
C 2.6292 -1.1188 -1.3890
F 3.4585 -2.1241 -1.4694
H 5.0661 -1.3904 0.6779
H 4.0973 0.1238 0.5182
H 5.2542 0.0055 1.8063
H 2.6860 -0.3156 2.2048
H 3.8576 -1.3261 3.0776
H 2.3767 -2.9258 2.4843
H 3.5440 -3.1275 1.2089
H 0.6754 -2.3352 1.1346
H 1.6164 -3.2439 0.0065
H 1.3181 0.7001 3.3172
H 4.3907 -1.0873 -3.2841
H 3.3559 -0.0035 -4.3437
H 4.6518 1.8825 -3.6307
H 5.9969 1.8182 -1.4158
H 5.5852 0.0786 -1.1869
C -4.5480 -0.5941 0.8064
C -5.7929 0.1183 1.2595
O -6.5996 0.1022 0.0911
C -6.2415 -1.0176 -0.6093
O -6.8767 -1.4878 -1.4877
O -5.0615 -1.5170 -0.1577
F -5.5280 1.4060 1.5941
H -3.8395 0.0793 0.3227
H -4.0445 -1.1146 1.6177
H -6.3192 -0.3727 2.0795
C -2.8227 0.8538 4.0282
C -2.6141 1.3488 5.4374
O -3.9153 1.7490 5.8197
C -4.7893 0.9689 5.1190
O -5.9350 0.8441 5.3707
O -4.1569 0.3418 4.0857
F -1.7916 2.4261 5.4680
H -2.7727 1.6612 3.2951
H -2.1172 0.0752 3.7444
H -2.2462 0.5925 6.1338
C -10.0514 1.0074 -0.0939
C -9.5886 2.3871 0.2961
O -10.6828 2.8799 1.0445
C -11.2916 1.7924 1.6105
O -12.0677 1.8459 2.4990
O -10.8747 0.6423 1.0166
F -9.4048 3.1786 -0.7911
H -10.6521 1.0130 -1.0048
H -9.2285 0.3080 -0.2193
H -8.6870 2.4049 0.9122
C 10.0213 0.1728 -1.8754
C 10.5961 1.5422 -1.6113
O 9.5951 2.1441 -0.8047
C 8.9811 1.1338 -0.1304
O 8.2799 1.2866 0.8136
O 9.2726 -0.0717 -0.6783
F 10.7297 2.2546 -2.7536
H 9.3471 0.1685 -2.7335
H 10.7858 -0.5861 -2.0214
H 11.5449 1.5398 -1.0722
C -1.6965 -2.3452 -4.2978
C -0.8739 -1.1904 -3.7835
O -0.5694 -1.6011 -2.4562
C -0.5516 -2.9605 -2.4681
O -0.0706 -3.5997 -1.5955
O -1.1264 -3.4528 -3.5822
F -1.5850 -0.0416 -3.7342
H -2.7522 -2.2487 -4.0409
H -1.6051 -2.4834 -5.3719
H 0.0539 -1.0173 -4.3355
*
```

**Frontier orbital gap**: 7.11 eV
**Lowest unoccupied orbital energy**: -5.2 eV
**M**: 869.430 g/mol

(3)
Here is a gas-phase ion, C13H25BF3IN2O7P (charge +1) from the Open Molecules 2025 dataset. Energies are from wB97M-V/def2-TZVPD.

Structure (ORCA input):
```
! wB97M-V def2-TZVPD RIJCOSX def2/J DEFGRID3
* xyz 1 1
C 3.6889 -2.3158 1.6372
C 3.4721 -0.7510 1.0908
O 2.3029 -0.2194 1.8543
B 1.8912 1.1016 1.2539
O 3.0794 1.9613 0.9074
C 0.3255 1.5308 1.0896
C 0.0473 3.0447 0.4944
I 1.0037 4.6491 1.7060
N 0.1212 3.2189 -0.9758
P 1.6612 3.2477 -1.7721
O 2.8103 4.1501 -1.1866
O 2.4104 1.6661 -2.0817
O 1.3711 3.8868 -3.4091
C -0.7512 2.2267 -1.7153
C -0.5680 0.6970 -1.1576
C -1.8667 -0.1597 -1.7740
C -1.3975 -1.1357 -3.0347
C -1.3984 -2.7355 -2.6717
F -2.5157 -3.5733 -3.2217
C -0.3694 -3.4430 -1.8580
F -0.6985 -3.8673 -0.4613
F 1.0041 -3.8102 -2.3369
N -0.5738 0.5713 0.3533
O -0.4136 -0.7278 0.6405
C -1.0355 -1.1186 1.9109
C -2.6358 -1.4658 1.8355
C -3.1336 -1.6631 3.4171
O -2.9848 -2.6407 1.0228
H 4.6800 -2.7657 1.1881
H 3.7880 -2.2198 2.8095
H 2.7360 -2.9722 1.3939
H 3.2596 -0.8464 -0.0662
H 4.4800 -0.1973 1.3436
H 3.2903 2.4126 1.7982
H -0.1088 1.5742 2.2036
H -1.1088 3.2191 0.7625
H 3.1437 1.8511 -2.7507
H 0.6531 4.6102 -3.3362
H -1.8818 2.5337 -1.4869
H -0.6476 2.3063 -2.8934
H 0.3781 0.1294 -1.5462
H -2.6195 0.6292 -2.2599
H -2.4802 -0.7176 -0.9493
H -0.3196 -0.8396 -3.4505
H -2.1208 -1.0046 -3.9750
H -1.5664 0.8168 0.6510
H -0.8815 -0.3726 2.7987
H -0.4957 -2.1307 2.2442
H -3.2241 -0.5105 1.4478
H -4.3059 -1.7140 3.5022
H -2.7685 -0.7721 4.1079
H -2.7265 -2.6673 3.8955
H -4.0002 -2.6776 1.0104
*
```

**Frontier orbital gap**: 7.31 eV
**Lowest unoccupied orbital energy**: -4.2 eV
**Structure (SMILES)**: CCOB(O)[C@H]1[C@@H](I)N(P(=O)(O)O)C[C@H](CCC(F)=C(F)F)[N@H+]1OC[C@H](C)O
**M**: 547.034 g/mol